i | The following is a DFT calculation (ωB97M-V/def2-TZVPD) of a molecular structure, C5H7NOS.

Output
Kohn-Sham gap (alpha / beta) = 7.86 / 7.86 eV
LUMO level (alpha / beta) = 0.4 / 0.4 eV

The geometry in XYZ format:
```
15
Properties=species:S:1:pos:R:3:nbo_charge:R:1
C 2.0903 -0.4086 1.1106 0.002
C 2.8868 1.0214 -0.3495 0.176
C 0.7490 0.3939 -0.1691 0.273
C -1.3042 -0.9754 0.0330 -0.604
C -0.6804 0.3344 -0.4184 -0.404
N 3.1007 0.1907 0.6540 -0.449
O 1.6184 1.1280 -0.7859 -0.378
S -1.5429 1.7145 0.5366 -0.047
H 1.8869 -1.1274 1.8576 0.211
H 3.6372 1.5998 -0.8438 0.192
H -0.8646 -1.8065 -0.5146 0.226
H -1.1271 -1.1230 1.0953 0.220
H -2.3772 -0.9598 -0.1463 0.223
H -0.9050 0.5416 -1.4713 0.235
H -0.8407 2.7058 -0.0087 0.123
```

=====

ii | The following is a DFT calculation (ωB97M-V/def2-TZVPD) of a single C5H7NOS molecule.

Output
Kohn-Sham gap = 8.97 eV
LUMO level = 0.7 eV
SMILES string = C=C1CCO/C1=N\S

The geometry in XYZ format:
```
15
Properties=species:S:1:pos:R:3:nbo_charge:R:1
C 0.4979 -0.5509 -0.3370 0.485
C -0.7774 1.1419 -1.1890 -0.060
C -0.7100 1.3806 0.3301 -0.464
C -0.1640 0.0683 0.8294 -0.080
C -0.2243 -0.4697 2.0371 -0.330
H 2.5646 -3.1729 -1.2684 0.116
H -0.5566 2.0520 -1.7739 0.199
H -1.7599 0.7170 -1.4918 0.181
H -1.6689 1.6219 0.7542 0.229
H -0.0331 2.1910 0.5833 0.225
H -0.7255 0.0336 2.8661 0.202
H 0.2432 -1.4553 2.2269 0.225
N 1.2280 -1.5897 -0.3012 -0.600
O 0.2187 0.1577 -1.4603 -0.490
S 1.8673 -2.1254 -1.8055 0.161
```

=====

iii | The following is a DFT calculation (ωB97M-V/def2-TZVPD) of a single C5H7NOS molecule.

Output
Kohn-Sham gap = 7.99 eV
LUMO level = 0.7 eV
SMILES string = Cn1ccc(O)c1S

The geometry in XYZ format:
```
15
Properties=species:S:1:pos:R:3:nbo_charge:R:1
C -1.8476 -1.1430 0.0096 -0.394
C -0.9422 1.1768 -0.1083 -0.043
C 0.3356 1.7299 0.0638 -0.371
C 1.2511 0.5842 0.0837 0.227
C 0.4969 -0.5853 0.0447 -0.159
H -2.8628 -0.6935 -0.3336 0.215
H -1.4740 -1.9775 -0.7522 0.202
H -1.9770 -1.6390 0.9324 0.206
H -1.9066 1.5951 -0.0800 0.209
H 0.5646 2.8091 0.0095 0.224
H 3.0184 1.4786 -0.3603 0.498
H 2.3795 -1.6143 0.4784 0.187
N -0.8386 -0.1391 0.0788 -0.329
O 2.6317 0.5446 -0.0255 -0.704
S 1.1709 -2.1266 -0.0409 0.032
```

=====

Compare the structures above. Which one is the most stable? ii is.